246
Properties=species:S:1:pos:R:3:forces:R:3:mulliken_charge:R:1 method="wB97M-V/def2-TZVPD" total_charge=+4 e_homo_ev=-13.274 mol_weight_g_mol=1457.9 multiplicity=1 gap_ev=6.20 energy_ha=-5015.3678
C 0.840648 7.230046 -5.495944 0.5 0.1 0.6 -1.00
N 0.829039 7.217940 -3.991042 -1.0 0.4 1.0 0.52
C 0.778911 8.728111 -3.531474 0.7 -1.1 -0.5 -0.89
C -0.460597 6.535242 -3.437364 0.7 -0.5 -0.4 -0.70
C 2.132034 6.529543 -3.506841 -1.5 -0.3 0.0 -0.68
C 2.344441 5.133045 -4.095717 -0.7 0.5 0.0 0.11
O 3.603365 4.767471 -3.652723 0.8 0.1 0.2 -0.50
H 0.205941 8.066783 -5.787694 0.1 -0.3 -0.4 0.41
H 0.578294 6.272835 -5.946516 -0.4 0.1 0.3 0.27
H 1.896793 7.375885 -5.722645 -0.2 0.5 -0.5 0.40
H 1.393905 9.310153 -4.217855 0.2 -0.2 0.0 0.44
H 1.185215 8.799316 -2.522539 -0.4 -0.1 0.0 0.26
H -0.232753 9.119156 -3.639674 0.0 -0.4 0.3 0.39
H -1.291798 6.720007 -4.117858 0.2 0.5 0.0 0.35
H -0.704927 6.793412 -2.406945 0.4 0.5 0.0 0.36
H -0.345228 5.451396 -3.444812 0.4 0.0 -0.2 0.12
H 2.010871 6.306457 -2.446811 0.2 0.9 0.2 0.12
H 2.945596 7.209041 -3.760818 0.0 -0.1 0.2 0.49
H 2.260342 5.111343 -5.182247 0.1 -0.1 -0.1 0.24
H 1.602999 4.458353 -3.667747 -0.3 0.0 -0.3 -0.07
H 3.634024 3.807962 -3.654742 0.3 -0.6 0.2 0.50
C 0.041045 -6.069075 1.741784 0.4 -1.4 1.7 -0.68
N -0.101138 -5.810807 3.273906 0.1 0.9 -1.0 0.31
C -1.243627 -4.837837 3.471339 0.4 0.5 1.2 -0.85
C -0.383296 -7.110585 4.036542 -2.0 0.5 -1.7 -0.89
C 1.267810 -5.324400 3.782542 -1.3 1.1 0.2 -1.58
C 1.813280 -3.960434 3.296081 -0.4 0.0 0.2 0.89
O 1.171269 -2.877392 3.972676 -0.7 -1.7 0.4 0.70
H 0.654080 -6.968968 1.791645 0.2 0.0 -0.7 0.45
H 0.571934 -5.267725 1.227894 -0.5 0.1 0.2 0.14
H -0.918036 -6.355485 1.310229 0.0 0.4 0.1 0.31
H -1.178622 -3.912493 2.898968 0.5 -0.5 -0.7 -0.05
H -1.187138 -4.461929 4.492907 -0.1 -0.3 0.2 0.38
H -2.210060 -5.321675 3.329887 0.3 -0.2 -0.2 0.60
H -1.336597 -7.382705 3.583473 0.0 -0.6 -0.1 0.45
H -0.696311 -6.971022 5.071259 1.0 0.4 0.1 0.34
H 0.325649 -7.905212 3.804002 0.2 0.4 0.4 0.37
H 1.861788 -6.213612 3.571367 0.6 0.5 0.3 0.54
H 1.074962 -5.143550 4.839995 0.4 -0.5 0.2 0.34
H 1.716105 -3.846427 2.216421 0.2 0.0 -0.1 -0.28
H 2.858346 -3.964243 3.605810 0.3 -0.2 -0.4 0.40
H 1.551542 -2.039822 3.697944 0.4 0.6 -0.7 -0.67
C 0.091963 -2.519229 7.129117 0.4 0.8 1.0 -1.29
N 0.590930 -1.530891 8.239883 0.1 -1.7 -0.1 0.12
C -0.447924 -0.547953 8.654039 -0.4 0.8 -0.2 -0.66
C 0.845513 -2.295533 9.584207 0.6 -0.5 -2.3 -0.93
C 1.879544 -0.805723 7.689370 -0.6 -0.6 0.1 -0.68
C 2.981023 -1.705448 7.031510 -0.8 1.4 -0.6 -0.05
O 3.466107 -2.564937 7.980811 0.1 -1.3 1.5 -0.54
H 0.850841 -3.289768 6.993234 -0.1 0.1 0.3 0.45
H -0.009812 -2.004325 6.173798 0.1 0.3 0.2 0.36
H -0.868297 -2.947353 7.416713 0.1 0.1 0.2 0.53
H -1.024098 -0.902947 9.508503 0.0 -0.4 -0.3 0.35
H -1.135679 -0.301877 7.844998 0.3 0.1 -0.1 0.17
H 0.031624 0.349612 9.044548 0.2 0.1 -0.4 0.41
H 1.196510 -1.530447 10.276687 -0.1 -0.5 0.2 0.43
H 1.564256 -3.066459 9.306378 0.4 0.4 0.6 0.33
H -0.064498 -2.839658 9.837020 -0.1 0.6 0.3 0.41
H 2.247871 -0.275217 8.567442 0.3 -0.1 -0.1 0.41
H 1.442670 -0.087777 6.995259 0.4 0.0 -0.3 0.64
H 3.782006 -1.075378 6.644816 -0.2 0.7 0.2 0.53
H 2.641581 -2.214244 6.129289 -0.6 -0.1 0.0 -0.28
H 4.167206 -3.135659 7.657793 0.1 0.1 -0.1 0.33
C 0.973051 -1.281775 -3.846738 -0.4 -0.2 0.2 -0.28
N 1.821037 -1.608653 -5.092240 0.2 -0.2 0.8 0.86
C 0.791047 -2.151216 -6.079910 2.3 0.3 0.2 -1.17
C 2.468402 -0.279570 -5.610359 -0.2 -1.1 0.7 -0.68
C 2.948645 -2.744213 -4.779704 0.0 1.8 -0.2 -0.15
C 3.651970 -3.356935 -6.006397 -2.1 -1.1 0.2 -0.91
O 4.227521 -2.440173 -6.848644 1.3 1.2 -0.2 -0.47
H 0.351895 -0.403580 -4.022931 0.4 0.2 -0.5 -0.05
H 1.453634 -1.127401 -2.880657 0.8 -0.2 -0.5 -0.27
H 0.223943 -2.053206 -3.668317 0.4 -0.5 -0.1 0.37
H 1.366175 -2.294163 -6.994736 -0.4 -0.1 -0.2 0.49
H 0.029337 -1.389132 -6.244610 -0.1 -0.3 0.3 0.27
H 0.527420 -3.117216 -5.649276 -0.7 0.2 -0.3 0.40
H 1.693935 0.470606 -5.450537 0.1 0.1 -0.5 0.25
H 2.816328 -0.414568 -6.634474 -0.4 0.0 0.1 0.36
H 3.323716 -0.055296 -4.972986 -0.2 0.0 0.1 0.21
H 2.546589 -3.458408 -4.061116 -0.5 -0.2 -0.5 0.52
H 3.711350 -2.200143 -4.222589 -0.1 0.4 0.0 0.05
H 2.962937 -3.882383 -6.667641 -0.6 -0.6 0.5 0.28
H 4.380529 -4.099169 -5.680217 -0.1 0.0 0.5 0.49
H 5.045231 -2.872542 -7.105525 0.3 0.6 -0.5 0.35
C 6.117419 -2.145817 -0.713900 0.1 -0.1 1.3 -0.82
N 5.162248 -2.913016 0.249648 1.8 -0.1 -0.9 0.41
C 5.263502 -2.378335 1.684242 0.1 0.6 -1.5 -0.79
C 3.754494 -2.660903 -0.319484 1.5 -1.2 1.4 -0.48
C 5.667504 -4.445762 0.079811 -0.8 2.2 0.6 -0.55
C 5.307561 -5.365499 1.233837 -0.9 -0.7 -2.3 -0.59
O 3.870313 -5.547079 1.149158 0.4 0.4 0.8 -0.38
H 7.118565 -2.234003 -0.291948 0.1 -0.6 -0.4 0.47
H 6.003667 -1.062386 -0.750384 -1.1 -0.1 0.1 0.01
H 5.953969 -2.579026 -1.700666 0.4 0.1 0.2 0.51
H 5.212051 -1.294694 1.578483 -0.5 0.0 0.1 0.21
H 6.260431 -2.521415 2.101085 -0.2 -0.7 0.0 0.43
H 4.401926 -2.709791 2.263839 0.4 -0.1 0.0 0.18
H 3.825624 -2.951698 -1.367571 -0.4 0.5 0.1 0.19
H 3.603002 -1.607980 -0.081776 -0.6 -0.2 -0.6 0.26
H 3.146373 -3.376495 0.233885 -0.5 0.5 -0.2 -0.06
H 6.739878 -4.450010 -0.115397 0.0 0.4 0.4 0.48
H 5.208735 -4.710611 -0.872812 -0.2 -0.5 0.3 0.36
H 5.716456 -5.159767 2.223071 -0.2 0.3 -0.1 0.29
H 5.736037 -6.285369 0.835903 0.4 -0.3 0.6 0.51
H 3.663440 -6.439284 1.436874 0.1 -0.1 0.0 0.26
C -5.947688 1.775632 -2.691531 -0.6 1.3 0.2 -1.16
C -5.617538 3.269786 -2.589507 1.5 0.9 0.9 0.08
C -4.871638 3.632339 -1.240718 -1.1 -0.6 -1.2 0.10
O -4.567814 4.987548 -1.156323 0.6 0.2 0.3 -0.48
C -4.064569 5.316569 0.168553 0.4 0.4 -0.3 -0.34
N -4.692405 3.681078 -3.759838 0.5 -0.4 -0.1 0.12
H -5.135227 3.590621 -4.663070 -0.5 0.2 -0.2 0.45
H -4.247768 4.587271 -3.725010 -0.6 1.1 0.6 0.47
H -3.842195 3.146050 -3.864594 0.9 -1.3 0.4 -0.14
H -6.531945 1.687723 -3.607502 0.0 -0.7 0.0 0.53
H -6.592494 1.579460 -1.834885 -0.2 -0.1 0.0 0.40
H -5.107551 1.085969 -2.610035 0.2 0.3 -0.3 0.04
H -6.462605 3.935614 -2.764517 -0.3 -0.4 0.4 0.42
H -4.010070 2.965426 -1.272709 0.7 0.1 0.3 -0.43
H -5.489838 3.318925 -0.399460 -0.3 -0.3 0.0 0.56
H -3.192893 4.717202 0.431273 -0.2 -0.6 0.0 -0.08
H -4.849705 5.274196 0.923451 -0.1 -0.3 -0.1 0.37
H -3.616478 6.309984 0.189687 -0.5 0.2 -0.5 0.30
C -4.009041 0.167487 -5.698495 0.9 0.0 -0.3 -1.01
C -3.845383 -1.177569 -6.451692 0.3 -0.4 -0.2 0.07
C -3.262082 -2.170092 -5.457154 -1.6 -1.0 1.4 0.24
O -3.487436 -3.559778 -5.760476 0.4 1.8 -0.5 -0.49
C -2.867065 -4.386886 -4.803560 -0.5 -1.2 -0.2 -0.34
N -5.229266 -1.563997 -7.005306 0.2 -0.3 1.4 -0.22
H -5.541804 -0.923871 -7.721308 0.0 0.4 -0.3 0.36
H -5.351073 -2.510941 -7.334817 0.6 -0.6 -0.4 0.35
H -5.864921 -1.513837 -6.222025 -0.6 0.3 0.3 0.35
H -4.718800 0.093980 -4.874518 -0.5 -0.3 -0.3 0.42
H -4.189968 1.064069 -6.291385 -0.3 -0.3 -0.4 0.50
H -3.096904 0.438773 -5.166976 0.5 -0.2 -0.2 -0.22
H -3.218531 -1.334144 -7.329543 0.2 1.3 -0.2 0.38
H -3.775091 -2.004142 -4.509858 -0.2 0.1 0.4 -0.18
H -2.237085 -1.902478 -5.200514 0.3 -0.1 -0.7 0.24
H -3.179793 -4.203085 -3.775683 0.1 0.6 0.1 0.02
H -1.780338 -4.399807 -4.886881 0.0 0.2 0.0 0.18
H -3.258631 -5.380551 -5.021294 0.3 -0.1 -0.1 0.35
C 4.734319 7.100657 -0.606818 0.5 -0.1 -0.4 -1.21
C 5.181429 5.782995 0.075875 -1.3 0.3 0.7 -0.44
C 3.984634 4.888684 0.503611 2.1 -0.1 0.6 -0.25
N 4.579932 3.748302 1.416895 -1.0 -2.8 0.4 0.71
C 5.718722 2.925235 0.753927 -1.1 2.4 0.5 -1.11
C 3.444640 2.766024 1.698511 -0.7 0.4 -0.7 -0.67
C 2.632640 3.399835 2.869258 -0.4 -1.8 -2.3 0.55
C 3.648320 4.092683 3.692107 0.6 0.1 0.9 -0.99
C 4.948131 3.974435 2.882444 0.2 2.2 0.0 -0.72
H 4.304482 6.958037 -1.598282 -0.2 -0.5 0.1 0.09
H 5.591729 7.729086 -0.847687 0.2 0.0 0.4 0.44
H 4.032294 7.718292 -0.046643 0.0 -0.3 0.3 0.41
H 5.696988 5.967497 1.018353 0.3 0.5 -0.1 0.29
H 5.867410 5.187654 -0.526695 -0.1 0.2 -0.3 0.37
H 3.575858 4.405845 -0.384008 -0.2 -0.3 0.3 0.19
H 3.227285 5.381866 1.112950 0.0 0.2 -0.2 0.30
H 5.704092 1.957896 1.256054 0.4 0.2 -0.3 0.36
H 6.554763 3.588250 0.976524 0.6 -0.8 -0.2 0.53
H 5.508391 2.916881 -0.315558 0.1 -0.5 0.2 0.26
H 3.830982 1.771961 1.923647 0.3 0.2 0.4 0.10
H 2.927919 2.638347 0.747297 -0.3 0.1 0.1 0.08
H 2.202697 2.543595 3.388976 -0.6 0.4 0.1 -0.22
H 1.902765 4.050094 2.387040 -0.3 0.1 0.6 0.15
H 3.786181 3.528688 4.614597 0.1 0.1 0.1 0.37
H 3.292702 5.076603 3.997931 0.5 0.2 -0.4 0.38
H 5.528119 3.131060 3.257181 -0.1 -0.1 -0.5 0.40
H 5.571874 4.865376 2.955090 0.1 0.0 0.0 0.47
C -2.222216 1.404063 4.738108 0.3 -0.1 -0.6 -1.78
C -1.974893 0.831181 3.286457 0.9 1.6 0.0 1.32
C -1.732832 2.017014 2.220708 -1.2 -1.3 -0.7 -1.08
N -1.208439 1.564562 0.802660 -0.4 -0.9 0.0 1.15
C -2.277011 0.697178 0.049221 1.3 1.2 0.8 -0.56
C 0.135724 0.837700 0.915878 -0.6 0.1 2.3 -0.44
C 0.833941 0.899559 -0.401375 0.6 -1.8 1.2 1.71
C 0.346020 2.138282 -1.020852 -1.8 1.2 -1.4 0.74
C -0.819715 2.679900 -0.155683 0.3 0.9 0.7 0.12
H -3.044008 2.099746 4.907797 -0.3 -0.4 -0.4 0.40
H -1.352640 1.959903 5.088789 0.3 0.0 -0.3 0.42
H -2.291048 0.569903 5.436351 -0.4 -0.1 -0.1 0.38
H -2.740537 0.148077 2.918676 -0.4 0.4 0.1 -0.73
H -1.089376 0.211148 3.426164 0.3 0.2 -0.4 -0.21
H -1.182696 2.889061 2.574233 0.6 -0.4 0.0 0.64
H -2.717585 2.395008 1.945980 -0.2 0.1 0.3 0.62
H -2.515229 -0.213340 0.599044 0.4 0.0 -0.1 0.11
H -1.772031 0.540871 -0.904014 -0.6 -0.5 0.0 0.55
H -3.185488 1.293033 -0.038649 0.1 0.1 0.0 -0.36
H -0.029909 -0.161412 1.318928 -0.1 -0.1 -0.2 0.51
H 0.623663 1.375496 1.728758 0.3 0.2 -0.1 -0.50
H 0.555775 -0.069485 -0.815703 0.0 0.4 -1.2 -0.88
H 1.919011 0.875047 -0.300755 0.0 0.0 0.2 -0.38
H -0.101382 1.916678 -1.989775 0.3 0.2 -0.3 -1.01
H 1.087910 2.925476 -1.155104 0.1 -0.2 0.0 0.09
H -1.653447 3.066231 -0.741984 -0.2 -0.4 0.1 -0.02
H -0.509612 3.533226 0.447432 0.1 0.0 0.2 -0.23
C -3.818982 -2.307908 3.692470 0.0 -0.1 1.4 -1.34
C -4.638514 -2.239034 2.453245 -0.3 -0.3 -2.4 0.80
C -4.369350 -3.481741 1.546165 1.6 -0.5 0.6 -0.82
N -4.961197 -3.575783 0.137397 -0.3 -0.6 0.0 0.84
C -4.600887 -2.275416 -0.597728 0.4 -0.8 1.1 -0.93
C -6.467075 -3.760893 0.244990 0.0 -2.1 0.2 -0.72
C -6.635369 -5.354662 0.570428 0.4 0.9 -0.2 -0.71
C -5.495586 -6.031775 -0.257725 -0.7 0.5 0.3 -0.79
C -4.607885 -4.857945 -0.693901 0.5 -0.4 0.0 -0.24
H -2.744999 -2.361888 3.514311 0.1 0.0 -0.3 0.03
H -4.087447 -3.120795 4.367183 -0.1 -0.3 -0.1 0.47
H -3.999106 -1.406344 4.277996 0.1 0.1 0.0 0.48
H -4.257603 -1.388476 1.887945 -0.2 0.3 0.0 -0.47
H -5.701665 -2.035817 2.581810 0.0 0.0 0.4 0.39
H -4.437169 -4.419113 2.098281 -1.4 -0.2 -0.2 0.61
H -3.283872 -3.531891 1.460538 0.3 0.6 -0.9 -0.13
H -3.555765 -2.106956 -0.338037 0.0 0.2 -0.2 -0.12
H -5.232707 -1.507288 -0.151744 0.0 0.2 -0.3 0.46
H -4.659008 -2.369150 -1.682125 -0.4 -0.2 0.2 0.46
H -6.826433 -3.526467 -0.757018 -0.4 0.0 0.2 0.48
H -6.868460 -3.082203 0.997565 0.0 -0.1 -0.2 0.39
H -7.601135 -5.822013 0.378143 -0.2 0.7 -0.6 0.48
H -6.560068 -5.551799 1.639810 0.5 0.3 0.1 0.30
H -5.874565 -6.579350 -1.120648 -0.3 0.5 -0.3 0.38
H -4.964300 -6.849373 0.229478 0.2 0.5 0.7 0.34
H -4.808211 -4.607711 -1.735701 -0.2 0.3 0.2 0.21
H -3.578409 -5.215908 -0.682431 0.3 1.0 0.5 0.30
N 2.495889 0.044437 3.955921 3.5 -1.7 -1.6 0.27
O 3.530963 0.386484 4.545732 -0.9 1.4 1.5 -0.74
O 1.346096 0.215796 4.251101 -2.3 1.3 2.0 -0.41
O 2.725259 -0.645348 2.932795 -0.4 -1.3 -1.8 -0.35
N -0.503830 -2.633699 -0.670958 0.3 0.0 -4.4 0.72
O 0.599876 -2.938930 -1.101075 2.5 -0.1 0.1 -0.60
O -0.957520 -3.223073 0.262510 -2.0 -1.0 3.7 -0.58
O -1.183662 -1.878292 -1.410109 -1.0 0.9 0.8 -0.40
N 3.933434 1.020384 -2.439320 -1.1 -1.4 -4.2 0.79
O 3.999128 1.384908 -1.347839 0.8 3.1 7.5 -0.36
O 4.083363 -0.200042 -2.624027 0.2 -1.5 -1.8 -0.64
O 3.631889 1.827769 -3.336491 0.1 -0.3 -1.4 -0.83
N 0.304434 6.642745 0.543255 -2.4 -1.2 -0.1 1.09
O -0.718477 6.171166 0.048966 -2.4 -1.3 -1.8 -0.57
O 0.849179 7.548526 0.023855 2.8 3.9 -2.6 -0.70
O 0.678934 6.180214 1.574852 2.2 -2.0 4.0 -0.72
N -0.919611 2.293348 -4.687578 -1.8 0.0 -1.0 0.88
O -0.907225 1.349065 -5.429376 0.3 -4.1 -2.1 -0.66
O -0.087090 3.122806 -4.794260 2.9 3.2 0.8 -0.67
O -1.906105 2.418690 -3.953966 -2.1 0.7 2.4 -0.62
N -6.930914 0.953473 1.433522 -3.3 1.4 -1.3 0.81
O -7.433557 0.143481 2.177523 0.2 -2.2 1.7 -0.68
O -7.701330 1.707391 0.810845 0.0 0.8 -0.8 -0.65
O -5.738296 1.053084 1.239409 3.9 -0.4 -0.3 -0.40